Formula: C4H6O2
Source: the OMol25 dataset
Level of theory: ωB97M-V/def2-TZVPD

Values from the calculation:
Energy relative to the best compared isomer or geometry (same formula, charge and spin): 533.9 kJ/mol
HOMO energy: -9.1 eV
HOMO-LUMO gap: 9.65 eV
LUMO: 0.541 eV

Each line ends with the natural charge from an NBO analysis.
Positions of all 12 atoms, in Å:
O -2.53 -0.24 -0.36  -0.499
C -1.46 -0.17 0.17  0.441
C -0.25 0.50 -0.44  -0.522
C 0.85 0.96 0.51  -0.063
O 1.78 0.08 -0.14  -0.479
C 0.91 -0.37 -1.05  0.311
H -1.29 -0.61 1.18  0.111
H -0.59 1.21 -1.20  0.260
H 1.19 2.00 0.42  0.203
H 0.72 0.69 1.57  0.193
H 0.17 -2.08 0.01  -0.013
H 0.51 -1.96 -0.67  0.056

Formula: C72H166F24N9O4P4
Source: the OMol25 dataset
Level of theory: ωB97M-V/def2-TZVPD

Values from the calculation:
HOMO energy: -17.6 eV
HOMO-LUMO gap: 9.35 eV
Charge: +5
LUMO: -8.263 eV

Each line ends with the Mulliken charge.
Positions of all 279 atoms, in Å:
C 0.37 -0.26 -1.81  -1.102
C 1.05 -0.44 -0.50  3.337
C 0.45 0.54 0.47  -1.610
N 0.34 0.14 1.91  1.234
C 1.60 -0.47 2.46  -0.848
C -0.05 1.25 2.77  -1.262
C -1.48 1.54 2.41  0.234
C -2.07 0.14 2.25  -0.768
C -0.82 -0.82 2.00  1.419
H 0.95 0.33 -2.55  -0.416
H -0.56 0.33 -1.75  0.513
H 0.22 -1.24 -2.27  -0.073
H 2.12 -0.31 -0.69  -0.602
H 0.89 -1.46 -0.10  -0.931
H -0.61 0.68 0.17  0.800
H 0.96 1.49 0.43  -0.194
H 2.44 0.24 2.44  0.350
H 1.86 -1.40 1.95  -0.373
H 1.46 -0.64 3.52  0.514
H 0.11 1.01 3.79  0.651
H 0.61 2.10 2.54  0.526
H -1.86 2.13 3.23  0.373
H -1.38 2.10 1.47  -0.304
H -2.53 -0.19 3.17  0.237
H -2.82 0.09 1.44  0.444
H -0.73 -1.52 2.80  -0.301
H -0.87 -1.34 1.02  -1.070
C 2.70 7.85 0.88  -1.521
C 1.60 7.67 -0.22  0.095
C 0.23 7.57 0.49  -0.948
N -0.93 7.39 -0.50  0.320
C -1.00 8.46 -1.52  -1.007
C -2.18 7.19 0.44  -0.558
C -2.07 5.75 0.93  -0.767
C -1.10 5.00 -0.04  -0.058
C -0.82 6.00 -1.18  -1.426
H 3.72 8.00 0.49  0.396
H 2.77 6.94 1.44  0.360
H 2.44 8.72 1.47  0.407
H 1.76 6.79 -0.84  0.070
H 1.64 8.61 -0.76  0.350
H 0.00 8.46 1.08  0.565
H 0.22 6.79 1.28  0.391
H -0.18 8.36 -2.23  0.389
H -0.90 9.45 -1.08  0.388
H -1.89 8.41 -2.16  0.324
H -3.13 7.38 -0.08  0.339
H -2.07 7.91 1.25  0.284
H -3.06 5.31 0.90  0.419
H -1.76 5.67 1.98  0.299
H -1.68 4.13 -0.42  0.671
H -0.16 4.63 0.30  0.039
H -1.62 5.97 -1.95  0.274
H 0.02 5.82 -1.80  0.848
C 0.87 -8.30 6.65  -1.380
C 0.06 -7.95 5.40  0.171
C -1.18 -7.26 5.81  -0.755
N -2.15 -6.96 4.66  0.482
C -2.46 -8.19 3.94  -1.059
C -1.60 -5.85 3.68  -1.092
C -1.98 -4.50 4.31  1.841
C -2.78 -4.86 5.52  -1.127
C -3.33 -6.26 5.29  -0.607
H 0.31 -8.62 7.52  0.370
H 1.55 -7.50 6.93  0.194
H 1.50 -9.12 6.37  0.440
H -0.13 -8.90 4.90  0.345
H 0.65 -7.36 4.73  0.074
H -0.94 -6.30 6.25  0.201
H -1.76 -7.89 6.50  0.470
H -2.94 -8.96 4.54  0.345
H -1.61 -8.67 3.45  0.377
H -3.11 -7.95 3.09  0.414
H -2.17 -6.08 2.81  0.137
H -0.55 -6.01 3.53  0.256
H -2.62 -3.95 3.56  0.202
H -1.06 -3.97 4.51  -1.091
H -3.63 -4.19 5.62  0.482
H -2.26 -4.75 6.44  0.404
H -4.07 -6.29 4.50  0.439
H -3.71 -6.72 6.20  0.400
C -1.37 6.50 -9.08  -0.969
O -0.15 5.80 -8.99  -0.278
C 0.39 5.26 -10.19  -0.472
C 1.92 5.41 -10.05  -0.719
N 2.40 4.84 -8.74  -0.067
H 3.04 5.52 -8.31  0.426
H 1.61 4.92 -8.08  0.342
C 2.78 3.38 -8.69  -0.888
C 2.65 2.89 -7.25  -0.190
O 1.38 3.18 -6.79  -0.122
C 1.18 2.85 -5.42  -0.492
H -1.33 7.40 -9.72  0.427
H -1.58 6.95 -8.10  0.309
H -2.26 5.92 -9.35  0.382
H -0.01 5.76 -11.10  0.504
H 0.20 4.20 -10.35  0.241
H 2.12 6.47 -10.08  0.371
H 2.38 4.78 -10.81  0.388
H 3.78 3.32 -9.17  0.440
H 2.11 2.89 -9.44  0.329
H 3.47 3.31 -6.68  0.429
H 2.72 1.82 -7.37  0.217
H 1.82 3.32 -4.68  0.701
H 1.28 1.79 -5.28  0.003
H 0.15 3.19 -5.20  -0.333
C -3.49 -1.38 -1.91  -0.107
O -2.94 -2.62 -2.27  -0.033
C -3.35 -3.55 -1.31  -0.831
C -2.63 -4.80 -1.66  -0.379
N -3.00 -5.19 -3.00  0.089
H -4.02 -5.26 -3.03  0.455
H -2.73 -4.43 -3.63  0.425
C -2.26 -6.38 -3.53  -0.846
C -0.85 -5.93 -3.70  -0.211
O -0.85 -4.75 -4.52  -0.422
C 0.39 -4.11 -4.37  -0.043
H -3.04 -0.70 -2.62  -0.167
H -3.20 -1.14 -0.88  -0.095
H -4.57 -1.37 -1.94  0.428
H -4.43 -3.80 -1.24  0.418
H -2.99 -3.28 -0.32  0.311
H -2.96 -5.62 -1.02  0.496
H -1.58 -4.55 -1.57  -0.197
H -2.71 -6.64 -4.46  0.409
H -2.39 -7.20 -2.81  0.391
H -0.19 -6.71 -4.07  0.600
H -0.39 -5.61 -2.78  0.030
H 0.18 -3.15 -4.90  -0.122
H 1.14 -4.65 -4.96  0.362
H 0.63 -4.00 -3.29  0.047
C -1.59 -0.37 -5.38  -1.288
C -1.82 0.48 -6.62  0.285
C -3.18 1.14 -6.45  -0.895
N -3.55 2.21 -7.45  0.032
C -5.03 2.61 -7.17  -0.590
C -5.18 3.43 -5.92  -0.529
C -4.14 4.57 -5.79  -1.081
C -2.68 4.26 -6.16  -0.106
C -2.66 3.44 -7.44  -0.858
C -3.54 1.70 -8.84  -1.082
H -0.68 -0.93 -5.42  0.195
H -2.42 -1.02 -5.12  0.566
H -1.50 0.27 -4.43  0.033
H -1.94 -0.11 -7.55  0.356
H -1.00 1.15 -6.76  -0.008
H -3.24 1.58 -5.42  0.245
H -4.00 0.42 -6.54  0.471
H -5.57 1.69 -7.13  0.476
H -5.35 3.19 -8.06  0.439
H -5.04 2.72 -5.09  0.283
H -6.18 3.82 -5.76  0.473
H -4.31 5.02 -4.81  0.414
H -4.40 5.44 -6.38  0.404
H -2.14 3.77 -5.32  -0.031
H -2.13 5.19 -6.40  0.392
H -1.66 3.09 -7.71  0.467
H -2.99 4.14 -8.26  0.452
H -2.51 1.54 -9.03  0.473
H -4.06 2.42 -9.47  0.438
H -4.13 0.79 -8.80  0.414
C -6.31 6.57 3.37  -1.207
C -6.12 5.89 4.80  -0.261
C -5.57 4.43 4.59  -0.795
N -5.35 3.58 5.87  0.413
C -4.34 4.18 6.91  -0.645
C -3.79 3.17 7.97  -1.140
C -3.27 1.91 7.31  -0.247
C -4.37 1.31 6.50  -0.715
C -4.75 2.23 5.38  -0.661
C -6.71 3.35 6.49  -0.996
H -6.85 5.94 2.68  0.370
H -5.34 6.88 2.97  0.214
H -6.88 7.52 3.44  0.385
H -7.08 5.79 5.27  0.355
H -5.32 6.38 5.34  0.319
H -4.58 4.46 4.12  0.309
H -6.26 3.87 4.01  0.486
H -3.43 4.46 6.38  0.387
H -4.77 5.10 7.27  0.555
H -3.10 3.71 8.59  0.499
H -4.64 2.87 8.61  0.347
H -2.33 2.12 6.80  0.023
H -3.02 1.17 8.07  0.446
H -4.06 0.40 6.05  0.098
H -5.24 0.98 7.04  0.478
H -3.82 2.49 4.85  0.270
H -5.45 1.81 4.66  0.590
H -7.06 4.30 6.86  0.384
H -6.63 2.58 7.28  0.412
H -7.35 2.85 5.79  0.339
C 6.01 -4.66 1.68  -0.894
C 5.81 -5.08 3.17  -0.766
C 4.47 -4.47 3.60  0.270
N 4.02 -4.76 5.01  0.802
C 2.60 -4.17 5.05  0.322
C 1.99 -4.08 6.47  0.388
C 2.84 -3.22 7.39  -0.619
C 4.27 -3.78 7.41  -1.251
C 4.97 -3.99 6.01  -0.130
C 3.90 -6.23 5.36  -1.205
H 5.09 -4.89 1.14  0.312
H 6.89 -5.14 1.22  0.376
H 6.16 -3.57 1.71  0.099
H 6.61 -4.55 3.71  0.366
H 5.95 -6.11 3.45  0.453
H 3.69 -4.90 2.96  0.314
H 4.49 -3.40 3.45  -0.338
H 2.65 -3.20 4.57  -0.361
H 2.02 -4.74 4.30  0.121
H 1.00 -3.64 6.30  -0.564
H 1.84 -4.99 7.03  0.065
H 2.81 -2.21 6.99  0.166
H 2.38 -3.26 8.39  0.547
H 4.87 -3.28 8.12  0.559
H 4.17 -4.76 7.87  0.377
H 5.23 -3.04 5.54  0.052
H 5.93 -4.56 6.10  0.451
H 4.91 -6.52 5.44  0.453
H 3.53 -6.78 4.50  0.306
H 3.37 -6.42 6.26  0.366
C 3.18 -1.54 -5.92  -1.271
C 3.86 -2.20 -4.69  0.380
C 4.58 -1.01 -3.98  -0.693
N 5.28 -1.48 -2.65  0.166
C 5.87 -0.16 -2.08  -0.241
C 6.36 -0.27 -0.64  -1.424
C 5.31 -0.77 0.30  0.413
C 4.66 -2.07 -0.22  0.942
C 4.19 -2.01 -1.66  -1.103
C 6.36 -2.53 -2.88  -1.055
H 2.48 -0.76 -5.60  0.060
H 2.65 -2.31 -6.47  0.509
H 3.92 -1.04 -6.57  0.445
H 4.59 -2.99 -4.94  0.343
H 3.14 -2.57 -3.97  -0.230
H 3.90 -0.26 -3.64  -0.119
H 5.33 -0.67 -4.70  0.808
H 5.07 0.58 -2.23  -0.059
H 6.67 0.17 -2.73  0.587
H 6.72 0.72 -0.38  0.548
H 7.30 -0.81 -0.66  0.398
H 4.50 -0.04 0.56  -0.078
H 5.75 -0.90 1.28  -0.032
H 3.72 -2.31 0.33  -0.748
H 5.35 -2.90 -0.12  0.341
H 3.40 -1.25 -1.74  0.390
H 3.79 -2.97 -2.07  0.480
H 7.07 -2.13 -3.64  0.298
H 5.96 -3.44 -3.22  0.475
H 6.86 -2.73 -1.92  0.391
P 0.85 -4.47 0.47  1.933
F 1.73 -3.22 1.00  -0.476
F 1.24 -5.42 1.71  -0.267
F -0.37 -3.82 1.30  -0.417
F -0.03 -5.71 -0.04  -0.388
F 0.21 -3.52 -0.74  -0.606
F 2.05 -4.95 -0.49  -0.539
P 5.23 -0.30 4.32  1.622
F 4.52 -1.05 2.95  -0.553
F 6.25 0.58 3.52  -0.355
F 4.15 0.88 4.08  -0.433
F 5.74 0.23 5.72  -0.357
F 4.02 -1.08 5.07  -0.356
F 6.17 -1.68 4.33  -0.445
P 2.53 3.27 -1.79  1.341
F 1.98 4.16 -0.53  -0.374
F 2.81 2.01 -0.78  -0.583
F 0.90 2.79 -1.88  -0.332
F 2.91 2.40 -3.14  -0.260
F 2.07 4.47 -2.79  -0.427
F 4.02 3.78 -1.65  -0.411
P -1.20 -1.10 6.16  1.450
F 0.05 -0.91 7.15  -0.460
F -0.06 -1.59 5.06  -0.391
F -1.36 -2.66 6.56  -0.219
F -2.39 -1.45 5.01  -0.408
F -2.37 -0.64 7.14  -0.270
F -1.08 0.39 5.62  -0.470

Formula: C2H2O3
Source: the OMol25 dataset
Level of theory: ωB97M-V/def2-TZVPD

Values from the calculation:
Energy relative to the best compared isomer or geometry (same formula, charge and spin): 689.9 kJ/mol
HOMO energy (alpha / beta): -9.7 / -9.7 eV
HOMO-LUMO gap (alpha / beta): 8.11 / 8.08 eV
LUMO (alpha / beta): -1.636 / -1.643 eV

Each line ends with the natural charge from an NBO analysis.
Positions of all 7 atoms, in Å:
C 0.75 0.47 -0.03  0.143
C -0.55 -0.56 0.16  0.403
O -0.65 -1.40 -0.65  -0.443
O 1.63 1.38 0.29  -0.079
O 2.07 2.20 1.25  -0.345
H 1.02 0.22 -1.07  0.167
H -1.23 -0.35 1.00  0.154